Entry 1:
{
  "formula": "C20H17ClN6OS",
  "method": "ωB97M-V/def2-TZVPD",
  "species": ["C", "C", "N", "N", "C", "C", "C", "C", "C", "C", "C", "C", "C", "C", "N", "N", "C", "O", "C", "C", "C", "C", "C", "C", "C", "Cl", "S", "N", "N", "H", "H", "H", "H", "H", "H", "H", "H", "H", "H", "H", "H", "H", "H", "H", "H", "H"],
  "coordinates": [[-0.87, -2.54, -1.59], [0.59, -2.20, -1.73], [1.52, -2.76, -2.47], [2.59, -1.97, -2.31], [3.68, -2.19, -3.16], [3.55, -2.64, -4.48], [4.56, -2.74, -5.41], [5.91, -2.62, -4.94], [6.07, -2.18, -3.63], [5.05, -1.88, -2.73], [2.47, -0.90, -1.38], [3.53, 0.17, -0.85], [1.15, -1.02, -0.99], [0.32, -0.28, -0.14], [0.18, 1.01, -0.16], [-0.71, 1.46, 0.70], [-1.00, 2.79, 1.10], [-0.74, 3.79, 0.37], [-2.07, 2.90, 2.07], [-2.70, 2.09, 2.89], [-3.86, 2.79, 3.44], [-4.84, 2.17, 4.32], [-6.14, 2.59, 4.49], [-6.88, 1.82, 5.41], [-6.23, 0.86, 5.98], [-6.88, -0.23, 7.14], [-4.57, 0.88, 5.45], [-3.90, 3.99, 2.91], [-2.81, 4.06, 2.15], [-1.40, -1.75, -2.01], [-1.04, -3.46, -2.19], [-1.26, -2.81, -0.58], [2.56, -2.79, -4.77], [4.30, -2.94, -6.44], [6.69, -2.76, -5.71], [7.14, -2.05, -3.32], [5.29, -1.59, -1.74], [4.35, -0.26, -0.20], [4.03, 0.62, -1.63], [3.05, 0.93, -0.27], [-0.30, -0.88, 0.62], [-1.02, 0.88, 1.44], [-2.41, 1.05, 3.07], [-6.48, 3.50, 4.12], [-7.92, 2.14, 5.56], [-2.53, 4.95, 1.61]],
  "nbo_charge": [-0.659, 0.195, -0.242, -0.194, 0.177, -0.239, -0.183, -0.225, -0.211, -0.238, 0.225, -0.633, -0.234, 0.067, -0.195, -0.414, 0.625, -0.575, -0.004, -0.274, 0.100, -0.226, -0.213, -0.280, -0.241, 0.055, 0.437, -0.204, -0.306, 0.228, 0.236, 0.224, 0.225, 0.219, 0.223, 0.215, 0.218, 0.221, 0.230, 0.245, 0.151, 0.349, 0.217, 0.228, 0.235, 0.443],
  "e_homo_ha": -0.3050,
  "e_above_lowest_ev": 1.718,
  "total_charge": 0,
  "multiplicity": 1,
  "smiles": "Cc1nn(-c2ccccc2)c(C)c1/C=N/NC(=O)c1cc(-c2ccc(Cl)s2)n[nH]1",
  "e_lumo_ev": -0.18,
  "max_force_ev_per_a": 5.43,
  "energy_ev": -55357.8307
}



Entry 2:
{
  "formula": "C3H10NOS",
  "method": "ωB97M-V/def2-TZVPD",
  "species": ["C", "S", "C", "H", "H", "H", "H", "H", "H", "N", "C", "O", "H", "H", "H", "H"],
  "coordinates": [[-0.02, 1.07, -1.95], [0.94, -0.48, -2.06], [1.86, -0.46, -0.48], [-0.08, 1.51, -2.94], [-0.97, 0.81, -1.50], [0.47, 1.73, -1.23], [2.90, -0.28, -0.71], [1.69, -1.41, 0.01], [1.42, 0.35, 0.08], [-0.56, -0.23, 2.24], [-1.68, -0.60, 1.31], [-1.91, 0.29, 0.34], [-0.40, 0.76, 2.05], [0.31, -0.67, 1.95], [-2.55, -0.73, 1.97], [-1.43, -1.62, 0.92]],
  "nbo_charge": [-0.747, 0.103, -0.727, 0.194, 0.303, 0.206, 0.196, 0.216, 0.233, -0.917, 0.133, -0.973, 0.343, 0.320, 0.065, 0.053],
  "e_homo_ha": -0.0936,
  "e_above_lowest_ev": 1.963,
  "total_charge": -1,
  "multiplicity": 1,
  "e_lumo_ev": 3.40,
  "max_force_ev_per_a": 1.24,
  "energy_ev": -17645.4799
}



Entry 3:
{
  "formula": "C44H107BrCl2NO21S",
  "method": "ωB97M-V/def2-TZVPD",
  "species": ["C", "C", "C", "C", "C", "C", "O", "O", "C", "Cl", "C", "C", "Cl", "C", "C", "C", "C", "C", "C", "C", "C", "C", "C", "C", "C", "O", "C", "C", "S", "N", "C", "C", "C", "Br", "C", "O", "H", "H", "H", "H", "H", "H", "H", "H", "H", "H", "H", "H", "H", "H", "H", "H", "H", "H", "H", "H", "H", "H", "H", "H", "H", "H", "H", "H", "H", "H", "H", "H", "H", "H", "H", "H", "H", "H", "H", "C", "O", "H", "H", "H", "H", "C", "O", "H", "H", "H", "H", "C", "O", "H", "H", "H", "H", "C", "O", "H", "H", "H", "H", "C", "O", "H", "H", "H", "H", "C", "O", "H", "H", "H", "H", "C", "O", "H", "H", "H", "H", "C", "O", "H", "H", "H", "H", "C", "O", "H", "H", "H", "H", "C", "O", "H", "H", "H", "H", "C", "O", "H", "H", "H", "H", "C", "O", "H", "H", "H", "H", "C", "O", "H", "H", "H", "H", "C", "O", "H", "H", "H", "H", "C", "O", "H", "H", "H", "H", "C", "O", "H", "H", "H", "H", "C", "O", "H", "H", "H", "H"],
  "coordinates": [[7.98, -0.40, 1.32], [6.64, 0.08, 1.41], [5.16, 0.77, 1.78], [4.00, -0.29, 1.32], [2.90, 0.00, 0.14], [2.99, 1.50, -0.60], [3.61, 1.52, -1.78], [2.35, 2.64, 0.08], [3.14, 3.87, -0.02], [3.50, 4.78, -1.63], [3.70, 4.56, 1.21], [3.50, 4.02, 2.75], [4.70, 6.15, 1.01], [1.79, -1.16, -0.29], [0.74, -0.84, -1.51], [-0.83, -1.17, -1.17], [-1.93, -0.21, -1.93], [-3.38, -1.03, -1.87], [-3.70, -1.54, -0.34], [-5.27, -2.02, -0.10], [-5.94, -1.35, 1.27], [-7.52, -1.81, 1.47], [-8.12, -1.27, 2.93], [-8.58, 0.33, 2.78], [-7.37, 1.37, 3.25], [-7.75, 2.70, 2.70], [-6.58, 3.37, 2.10], [1.86, -2.59, 0.55], [0.69, -4.04, 0.13], [2.87, -2.85, 1.69], [2.86, -4.20, 2.43], [1.58, -4.31, 3.51], [1.85, -5.52, 4.63], [1.17, -2.54, 4.41], [3.90, -1.77, 2.09], [4.89, -1.96, 3.19], [9.07, -0.78, 1.63], [5.14, 1.80, 1.21], [5.10, 1.01, 2.93], [3.98, 4.83, 3.48], [4.01, 3.00, 3.00], [2.36, 3.95, 3.08], [0.77, 0.32, -1.81], [1.07, -1.41, -2.50], [-0.95, -1.23, 0.00], [-1.04, -2.28, -1.57], [-1.65, 0.05, -3.05], [-2.08, 0.76, -1.28], [-3.20, -2.01, -2.52], [-4.26, -0.44, -2.39], [-3.04, -2.50, -0.10], [-3.38, -0.65, 0.38], [-5.29, -3.20, 0.10], [-5.90, -1.81, -1.06], [-5.95, -0.19, 1.08], [-5.37, -1.66, 2.25], [-7.68, -2.99, 1.45], [-8.24, -1.34, 0.66], [-9.03, -1.96, 3.29], [-7.31, -1.29, 3.79], [-8.78, 0.57, 1.65], [-9.53, 0.59, 3.41], [-7.30, 1.50, 4.42], [-6.32, 1.03, 2.85], [-5.59, 3.13, 2.72], [-6.75, 4.53, 2.20], [-6.39, 3.13, 0.97], [1.06, -4.56, -1.13], [3.83, -4.34, 3.11], [2.88, -5.12, 1.68], [0.57, -4.62, 2.97], [1.88, -6.59, 4.15], [2.81, -5.27, 5.26], [0.92, -5.46, 5.36], [4.43, -1.61, 4.03], [-6.29, -0.99, -4.77], [-5.93, -1.88, -3.73], [-6.86, -0.16, -4.34], [-5.38, -0.60, -5.24], [-6.90, -1.51, -5.50], [-5.43, -2.61, -4.13], [10.06, 0.17, 4.38], [9.03, -0.71, 4.81], [10.61, 0.53, 5.25], [10.74, -0.36, 3.71], [9.61, 1.02, 3.86], [8.56, -1.01, 4.01], [-4.64, 2.13, -4.58], [-3.91, 0.92, -4.68], [-5.70, 1.92, -4.68], [-4.45, 2.58, -3.60], [-4.32, 2.81, -5.37], [-2.97, 1.14, -4.58], [4.64, -5.43, -1.14], [3.31, -4.93, -1.18], [4.63, -6.46, -1.50], [5.27, -4.83, -1.79], [5.01, -5.40, -0.11], [3.35, -4.01, -0.86], [11.56, 2.55, 1.53], [10.53, 1.68, 1.95], [12.11, 2.91, 2.40], [12.24, 2.02, 0.86], [11.11, 3.40, 1.00], [10.06, 1.38, 1.16], [0.79, -7.12, -3.06], [1.53, -5.97, -3.42], [-0.06, -7.22, -3.73], [1.43, -8.01, -3.15], [0.43, -7.02, -2.03], [2.28, -5.91, -2.80], [5.56, 9.77, 3.07], [4.53, 8.89, 3.49], [6.11, 10.12, 3.94], [6.24, 9.23, 2.40], [5.11, 10.62, 2.54], [4.06, 8.59, 2.70], [7.58, 1.31, -2.50], [8.41, 0.50, -1.69], [8.11, 1.56, -3.42], [6.66, 0.77, -2.74], [7.34, 2.24, -1.96], [7.91, 0.30, -0.88], [-10.38, 5.23, 4.23], [-10.76, 4.68, 2.98], [-11.22, 5.81, 4.63], [-10.12, 4.43, 4.92], [-9.52, 5.89, 4.09], [-9.99, 4.18, 2.65], [10.75, -2.74, -2.23], [9.43, -2.23, -2.27], [10.75, -3.77, -2.58], [11.39, -2.13, -2.88], [11.12, -2.71, -1.20], [9.46, -1.31, -1.95], [-6.59, -5.09, 3.22], [-5.85, -3.94, 2.86], [-7.45, -5.19, 2.54], [-5.96, -5.97, 3.13], [-6.95, -4.99, 4.24], [-5.10, -3.88, 3.47], [-13.79, 3.11, 1.54], [-13.05, 4.27, 1.18], [-14.65, 3.02, 0.86], [-13.16, 2.23, 1.45], [-14.15, 3.21, 2.56], [-12.30, 4.33, 1.80], [0.17, -0.80, -5.89], [-0.32, -1.82, -5.04], [-0.36, 0.12, -5.69], [1.24, -0.65, -5.70], [0.02, -1.09, -6.94], [0.17, -2.63, -5.24], [-5.53, 3.65, -8.25], [-6.02, 2.63, -7.40], [-6.06, 4.58, -8.05], [-4.46, 3.80, -8.06], [-5.68, 3.36, -9.30], [-5.53, 1.82, -7.60], [-9.13, 2.35, -0.58], [-7.99, 1.50, -0.54], [-9.46, 2.55, 0.44], [-8.86, 3.29, -1.07], [-9.93, 1.85, -1.13], [-7.72, 1.34, -1.46], [7.99, 3.62, 3.55], [6.61, 3.85, 3.73], [8.38, 3.10, 4.44], [8.15, 2.99, 2.67], [8.51, 4.57, 3.43], [6.29, 4.30, 2.93], [7.65, -4.01, -4.50], [8.38, -5.22, -4.61], [6.58, -4.22, -4.61], [7.84, -3.55, -3.53], [7.96, -3.32, -5.30], [9.32, -5.00, -4.51]],
  "mulliken_charge": [-0.897, -0.146, -0.030, 0.712, -0.007, 0.064, -0.485, -0.249, 0.119, -0.130, 0.334, -0.795, -0.157, 0.722, -0.206, -0.349, -0.254, -0.139, -0.291, -0.364, -0.403, -0.426, -0.665, -0.047, -0.392, -0.088, -0.654, -0.995, -0.085, 0.938, -0.894, 0.074, -1.049, -0.147, -0.319, -0.406, 0.378, 0.177, 0.381, 0.362, 0.075, 0.341, 0.326, 0.315, 0.312, 0.231, -0.193, 0.293, 0.112, 0.084, -0.004, 0.243, 0.208, 0.186, 0.116, 0.163, 0.188, 0.386, 0.279, 0.239, -0.174, 0.311, 0.210, 0.181, 0.272, 0.262, 0.180, 0.225, 0.403, 0.275, 0.349, 0.317, 0.319, 0.340, 0.381, -0.483, -0.425, 0.110, 0.189, 0.371, 0.251, -0.213, -0.531, 0.320, 0.277, -0.113, 0.273, -0.609, -0.319, 0.226, 0.285, 0.245, 0.164, -0.790, -0.336, 0.265, 0.363, 0.280, 0.262, -0.705, -0.250, 0.266, 0.288, 0.267, 0.173, -0.527, -0.436, 0.248, 0.266, 0.202, 0.244, -0.487, -0.481, 0.216, 0.211, 0.261, 0.278, -0.607, -0.411, 0.279, 0.246, 0.215, 0.105, -0.575, -0.496, 0.282, 0.243, 0.228, 0.223, -0.627, -0.366, 0.202, 0.305, 0.257, 0.313, -0.669, -0.284, 0.253, 0.270, 0.281, 0.221, -0.500, -0.485, 0.231, 0.204, 0.238, 0.387, -0.587, -0.430, 0.159, 0.291, 0.320, 0.258, -0.597, -0.446, 0.225, 0.269, 0.270, 0.275, -0.465, -0.265, -0.051, 0.325, 0.324, 0.158, -0.481, -0.494, 0.221, 0.160, 0.321, 0.254, -0.366, -0.528, 0.238, 0.067, 0.279, 0.298],
  "e_homo_ha": -0.3832,
  "total_charge": 1,
  "multiplicity": 1,
  "e_lumo_ev": -5.06,
  "max_force_ev_per_a": 10.31,
  "energy_ev": -197735.4724
}